Here is a structure of composition C43H36BrF5N4Os from the OMol25 dataset. Energies are from ωB97M-V/def2-TZVPD.

## Properties
- Orbital gap (alpha / beta): 6.0451 / 5.9866 eV
- LUMO energy (alpha / beta): -0.0271 / -0.0270 Eh
- HOMO (alpha / beta): -6.781 / -6.721 eV
- Energy relative to the best compared isomer or geometry (same formula, charge and spin): 7.61 kJ/mol
- Net charge: 0

The geometry in XYZ format:
```
90
Properties=species:S:1:pos:R:3:forces:R:3
Os 0.04460 0.28276 0.34797 0.62 -0.31 -0.30
Br 3.41570 4.05696 5.48729 0.00 -0.01 -0.01
C 2.36089 2.82646 4.51138 -0.01 -0.01 0.00
C 1.67801 3.25429 3.38449 0.02 -0.05 0.05
C 0.91325 2.34470 2.67433 -0.09 0.16 -0.03
C 0.82412 1.02159 3.08654 0.03 0.14 0.01
C 1.51708 0.60538 4.21653 0.07 -0.11 -0.05
C 2.28717 1.50814 4.93082 0.02 0.05 0.01
N 0.05729 0.12905 2.28738 -0.09 -0.25 0.22
C -0.58373 -0.87252 2.85055 0.02 0.20 -0.02
C -1.27126 -1.69988 1.93238 -0.08 -0.10 -0.12
C -2.06124 -2.80655 2.26812 0.06 0.08 0.06
C -2.71869 -3.49571 1.28493 -0.04 -0.04 -0.04
C -2.59056 -3.06102 -0.03917 0.01 0.01 0.03
C -1.79281 -1.98310 -0.32190 0.00 -0.03 0.05
N -1.10889 -1.31312 0.63194 0.00 0.11 0.00
H 1.73898 4.28486 3.06491 0.00 0.01 0.01
H 0.34544 2.68385 1.81509 -0.03 -0.09 -0.02
H 1.50518 -0.43317 4.52030 -0.04 -0.01 -0.03
H 2.84193 1.18280 5.79946 0.00 0.00 0.00
H -0.60189 -1.02320 3.91997 0.01 0.00 0.01
H -2.14135 -3.08902 3.30905 0.00 0.00 0.00
H -3.33604 -4.34934 1.52845 0.00 0.00 -0.01
H -3.11295 -3.55260 -0.84727 0.00 0.00 0.00
H -1.68807 -1.61050 -1.32831 0.00 -0.01 -0.03
F 1.56778 -2.55768 1.28028 0.03 0.01 0.01
C 2.49199 -1.61935 0.95328 0.02 0.03 -0.01
C 2.08037 -0.40256 0.43035 -0.10 0.01 0.12
C 3.12211 0.46242 0.15871 0.01 0.01 0.00
F 2.82371 1.72148 -0.26477 -0.01 -0.01 0.03
C 4.46453 0.16546 0.31720 -0.01 0.02 -0.01
F 5.41459 1.05934 0.01487 -0.02 -0.02 0.01
C 4.81618 -1.07443 0.81684 0.02 0.00 0.01
F 6.10253 -1.39868 0.99173 -0.04 0.01 -0.01
C 3.81506 -1.97350 1.14696 0.01 -0.02 0.00
F 4.14522 -3.17389 1.64454 -0.01 0.03 -0.01
N -1.61422 1.41048 0.18166 -0.23 0.24 0.14
C -2.43686 1.54976 -0.76778 -0.04 0.03 -0.04
C -3.54947 2.55420 -0.61932 -0.02 0.01 0.02
C -4.07755 2.78545 0.64934 0.03 -0.02 -0.03
C -5.06498 3.73661 0.84163 -0.01 0.01 0.01
C -5.53337 4.48513 -0.23148 0.01 -0.01 0.00
C -5.00590 4.27177 -1.49591 -0.02 0.01 0.01
C -4.02670 3.30664 -1.68893 0.03 0.04 -0.05
C -2.38126 0.80581 -2.07017 -0.03 -0.07 -0.05
C -3.55560 0.45689 -2.73232 0.00 -0.01 0.01
C -3.53720 -0.14238 -3.98188 0.01 0.00 -0.03
C -2.32330 -0.33633 -4.61905 -0.01 0.00 0.01
C -1.14138 -0.00193 -3.97294 0.03 -0.05 -0.02
C -1.16013 0.48685 -2.68040 0.04 0.01 0.07
H -3.68426 2.20866 1.47636 -0.01 0.00 0.01
H -5.47076 3.89891 1.83229 0.00 0.00 0.00
H -6.30481 5.22930 -0.08122 0.00 0.01 0.00
H -5.35708 4.85600 -2.33709 0.00 0.00 0.00
H -3.62566 3.15186 -2.68410 0.00 -0.01 0.02
H -4.50177 0.68134 -2.25703 0.00 0.00 0.00
H -4.46445 -0.41170 -4.46987 0.00 0.00 0.00
H -2.28459 -0.73863 -5.62322 -0.01 0.00 0.00
H -0.20102 -0.10355 -4.48792 0.04 -0.02 0.00
H -0.09429 1.73332 -1.63584 0.00 -0.03 0.00
C 0.86206 3.79507 -1.09598 0.06 -0.05 0.04
C 0.97579 3.49146 -2.59837 0.02 0.00 -0.02
C -0.36749 3.66015 -3.31944 0.00 -0.06 0.01
C 1.73831 2.21421 -2.97529 0.07 0.02 -0.02
C 2.95945 2.42915 -3.60168 -0.03 0.01 0.00
C 3.74175 1.37468 -4.02096 0.01 -0.02 0.00
C 3.28128 0.09088 -3.83180 -0.01 0.02 -0.06
C 2.06169 -0.21083 -3.21497 -0.07 0.03 -0.06
C 1.78966 -1.73054 -3.22827 0.09 -0.03 0.08
C 1.05816 -2.25756 -4.47410 0.02 0.07 -0.07
C 1.21915 -2.37558 -1.97558 -0.03 0.00 -0.01
C 1.30182 0.88969 -2.75403 0.03 -0.07 0.12
N 0.07015 0.78189 -1.96098 -0.15 0.10 -0.13
H 0.17400 4.62760 -0.94034 0.03 0.03 0.00
H 1.83379 4.05546 -0.67836 0.01 -0.03 0.00
H 0.48139 2.96790 -0.49218 -0.07 0.04 0.02
H 1.61483 4.28339 -2.99260 -0.06 0.04 -0.01
H -1.15754 3.02400 -2.92286 -0.03 -0.04 0.03
H -0.27081 3.44150 -4.38386 0.01 0.00 0.00
H -0.70814 4.69078 -3.20777 0.00 0.00 -0.01
H 3.29977 3.44594 -3.75262 0.00 0.00 0.00
H 4.69911 1.54779 -4.49417 0.01 0.01 0.01
H 3.89353 -0.73343 -4.17589 -0.01 -0.01 0.00
H 2.79685 -2.13949 -3.33014 -0.01 -0.01 0.06
H -0.02415 -2.22104 -4.37317 -0.02 0.00 0.02
H 1.33258 -3.30564 -4.60527 -0.01 0.00 -0.02
H 1.34510 -1.72318 -5.38297 0.00 0.02 0.02
H 0.37271 -1.83036 -1.57440 -0.07 0.03 -0.01
H 1.96867 -2.42132 -1.19440 -0.02 -0.03 0.00
H 0.90243 -3.39605 -2.20109 -0.02 0.00 0.00
```
Positions in Å, forces in eV/Å.

=====

Here is a structure of composition C43H36Cl2N8O8P2S3Se2W in a non-equilibrium geometry from the OMol25 dataset. Energies are from ωB97M-V/def2-TZVPD.

## Properties
- Orbital gap (alpha / beta): 5.4542 / 5.3553 eV
- LUMO energy (alpha / beta): 0.1475 / 0.1202 Eh
- HOMO (alpha / beta): -1.439 / -2.083 eV
- Energy relative to the best compared isomer or geometry (same formula, charge and spin): 311.63 kJ/mol
- Multiplicity: 3
- Net charge: -2

The geometry in XYZ format:
```
105
Properties=species:S:1:pos:R:3:forces:R:3
W 1.49680 0.20204 1.20574 -2.60 1.36 -0.36
C 3.73690 3.24534 5.79404 -0.03 0.06 -0.06
C 2.33400 3.31114 5.33354 -0.32 0.16 0.16
N 1.47340 4.24414 5.58334 0.75 0.61 0.56
N 0.33360 3.86034 4.95264 0.54 -0.51 -0.29
C 0.49160 2.70164 4.26574 -0.90 -0.43 -0.37
S -0.67060 1.94914 3.36164 -0.37 0.37 0.34
N 1.78590 2.32554 4.55264 -0.08 0.30 0.16
N 2.44850 1.25204 3.99464 0.84 0.21 0.57
H 3.94310 4.07084 6.46744 -0.02 0.05 0.05
H 4.39550 3.31134 4.92884 0.14 -0.04 0.01
H 3.92370 2.29554 6.29544 0.07 0.01 0.01
H -0.42840 4.50384 4.82594 0.03 -0.20 0.02
H 2.70340 0.53084 4.66414 -0.24 0.24 0.07
H 3.27000 1.54204 3.45914 -0.49 -0.04 0.01
O 2.95990 -3.62216 2.50084 0.54 0.13 -0.67
S 3.42870 -2.27336 2.27544 -2.15 0.13 1.98
O 2.47250 -1.52106 1.36614 1.78 -2.69 0.79
O 3.65670 -1.53996 3.50274 0.78 -0.41 -0.38
C 4.89580 -2.36776 1.32254 0.19 1.12 -1.33
C 5.70070 -3.48876 1.40584 -0.10 -0.14 0.23
C 6.80430 -3.62606 0.58714 0.13 1.09 -0.83
C 7.08250 -2.61346 -0.36476 -0.02 -1.21 0.88
C 6.29080 -1.49286 -0.44216 -0.51 0.50 0.13
C 5.19090 -1.33506 0.40114 0.44 -1.49 0.56
S 4.36080 0.21324 0.46464 -1.54 2.54 0.59
O 5.27660 1.17394 -0.08206 0.44 -0.43 -0.30
O 3.04370 0.19374 -0.25696 2.14 -0.19 -1.01
O 3.99110 0.43454 1.88014 1.18 -0.32 -0.92
H 5.42860 -4.24216 2.13004 -0.01 -0.15 -0.01
H 7.44510 -4.49126 0.66334 0.02 -0.09 0.00
H 7.93720 -2.72296 -1.01366 0.08 0.02 -0.13
H 6.50860 -0.69506 -1.13486 0.07 0.07 -0.06
Se -4.43690 2.33404 -1.92666 -0.20 0.15 -0.20
P -3.65460 0.37584 -2.01266 0.42 0.54 0.61
C -4.85740 -0.89716 -1.54946 -0.29 -0.45 -0.26
C -6.21980 -0.60776 -1.48606 0.56 0.27 0.04
C -7.13180 -1.61976 -1.26816 -0.22 -0.52 0.10
C -6.69770 -2.93366 -1.12746 -0.01 0.23 -0.02
C -5.34080 -3.22436 -1.20496 -0.28 -0.28 0.04
C -4.42330 -2.22016 -1.41656 -0.08 0.51 -0.01
C -3.19170 -0.12326 -3.69086 -0.23 -0.50 -0.42
C -2.37520 -1.23476 -3.93776 -0.23 0.52 0.32
C -2.22540 -1.69616 -5.22756 -0.02 -0.19 -0.45
C -2.87940 -1.07606 -6.28586 -0.19 0.15 0.23
C -3.68590 0.03054 -6.04056 0.13 -0.46 -0.46
C -3.84490 0.49714 -4.75816 0.07 0.01 0.65
C -2.32320 0.13894 -0.83666 0.46 0.24 -0.53
C -1.01020 0.57484 -0.68426 0.53 -0.23 0.61
N -0.66970 0.28524 0.60984 -0.35 0.01 -1.11
N -1.73550 -0.29086 1.18524 0.62 0.13 1.04
N -2.70800 -0.37316 0.35714 -0.45 -0.24 0.13
P 0.35610 1.44584 -1.50576 -0.51 0.22 -0.34
Se 1.94510 2.54154 1.23474 -0.52 -0.78 -0.05
C -0.46310 3.09164 -1.41146 0.12 -0.12 0.01
C -0.23860 4.07144 -2.37126 0.08 0.03 0.14
C -0.90870 5.27874 -2.30616 0.04 0.18 -0.18
C -1.79500 5.53174 -1.27316 -0.08 0.09 0.07
C -1.96810 4.58874 -0.27626 0.05 0.15 0.02
C -1.29830 3.38214 -0.33706 0.00 0.09 0.15
C 0.09810 1.02464 -3.26856 -0.16 0.16 0.02
C 0.96910 0.09674 -3.83216 0.05 -0.06 0.06
C 0.91020 -0.18566 -5.18626 -0.01 -0.01 -0.07
C 0.00450 0.48504 -5.99046 0.09 0.13 -0.12
C -0.87420 1.39854 -5.43446 0.02 0.19 -0.04
C -0.85130 1.64864 -4.07306 0.27 -0.03 -0.19
H -6.54570 0.42024 -1.58806 0.06 0.03 -0.04
H -8.18990 -1.39396 -1.20606 0.01 0.03 0.00
H -7.41350 -3.72616 -0.95036 -0.02 -0.03 -0.01
H -5.00280 -4.24606 -1.10156 0.05 -0.06 0.05
H -3.37110 -2.45166 -1.45856 0.13 -0.02 0.04
H -1.83500 -1.71166 -3.13256 0.03 -0.03 0.14
H -1.58690 -2.54866 -5.41726 0.07 -0.01 0.02
H -2.74980 -1.43526 -7.29746 0.03 -0.06 -0.06
H -4.18260 0.53044 -6.86036 -0.05 0.05 -0.08
H -4.44950 1.36964 -4.55646 -0.10 0.06 0.05
H 0.45120 3.87524 -3.18066 0.01 0.02 -0.11
H -0.74730 6.02344 -3.07436 0.01 0.06 -0.07
H -2.35100 6.45844 -1.24456 -0.01 0.12 0.00
H -2.64120 4.78204 0.54574 -0.07 0.00 0.10
H -1.44230 2.67254 0.46774 0.01 -0.02 -0.09
H 1.68850 -0.41176 -3.20596 0.08 -0.05 0.15
H 1.57420 -0.92266 -5.61536 0.10 -0.05 -0.01
H -0.01920 0.30424 -7.05626 -0.02 -0.09 -0.11
H -1.59600 1.90854 -6.05796 -0.02 0.01 -0.05
H -1.55560 2.34244 -3.63366 -0.06 0.02 -0.05
Cl -0.94360 -3.77076 -1.28206 -0.73 -0.31 -0.46
C 0.45730 -3.45666 -0.26586 0.78 0.35 0.43
Cl -0.04610 -2.87506 1.33144 -0.40 -0.95 -0.36
C 1.29870 -2.36926 -1.02706 -0.58 0.28 1.08
O 2.07620 -2.76496 -1.86946 0.47 -0.32 -0.58
O 0.99570 -1.18176 -0.70306 0.14 0.18 0.06
H 0.99760 -4.39886 -0.16766 -0.05 0.25 0.07
N 0.73100 -0.44416 2.87754 -0.02 0.02 -0.80
C 0.26890 -1.02646 3.97064 -0.39 -0.37 0.75
C 1.11460 -1.47486 5.03004 0.08 0.20 -0.46
C 0.59420 -1.97496 6.19924 -0.01 -0.05 0.31
C -0.77780 -2.05326 6.39504 0.02 -0.05 -0.08
C -1.62840 -1.67406 5.36244 -0.22 -0.14 0.17
C -1.13590 -1.19276 4.17604 0.27 0.19 -0.32
H 2.17930 -1.47936 4.85734 -0.03 0.07 0.08
H 1.26460 -2.31236 6.98084 0.06 -0.02 0.01
H -1.17440 -2.42726 7.32744 -0.07 -0.05 0.10
H -2.69970 -1.75716 5.49294 -0.07 0.02 0.01
H -1.79270 -0.87376 3.38024 0.02 -0.01 -0.08
```
Positions in Å, forces in eV/Å.

=====

Here is a structure of composition C43H37BrCrNP2Si from the OMol25 dataset. Energies are from ωB97M-V/def2-TZVPD.

## Properties
- Orbital gap (alpha / beta): 7.6037 / 7.6805 eV
- LUMO energy (alpha / beta): -0.2308 / -0.2197 Eh
- HOMO (alpha / beta): -13.883 / -13.659 eV
- Energy relative to the best compared isomer or geometry (same formula, charge and spin): 0.00 kJ/mol
- Multiplicity: 2
- Net charge: +2

The geometry in XYZ format:
```
86
Properties=species:S:1:pos:R:3:forces:R:3
Cr -0.11960 0.25203 0.66896 -0.31 -0.03 0.22
C 3.44717 -0.35604 -0.07505 -0.01 -0.03 0.01
Si 2.16685 0.97989 0.14110 -0.18 0.10 0.18
C 2.65185 2.11194 1.55307 0.13 0.08 -0.12
C 3.56434 3.16192 1.45538 -0.04 0.00 0.06
C 3.89041 3.90782 2.57895 -0.04 -0.02 0.03
C 3.32930 3.60355 3.81517 0.02 0.02 -0.04
C 2.42841 2.55789 3.93228 0.00 -0.01 0.03
C 2.08981 1.82660 2.79940 -0.10 -0.05 0.09
P 0.89898 0.46756 2.78164 0.33 0.06 -0.30
C 1.70042 -0.96139 3.54808 -0.06 0.02 0.10
C 0.91135 -2.00272 4.04214 -0.03 0.00 -0.08
C 1.50744 -3.14273 4.55302 0.05 -0.02 -0.02
C 2.89372 -3.25391 4.56966 -0.01 0.00 0.00
C 3.68187 -2.21817 4.08999 -0.03 0.02 0.01
C 3.08806 -1.06720 3.58670 0.02 -0.03 -0.03
C -0.52981 0.81562 3.82298 -0.10 -0.04 -0.04
C -0.48582 0.77602 5.21516 -0.02 0.07 0.00
C -1.63391 1.03877 5.94607 0.01 -0.02 0.01
C -2.83219 1.31070 5.29710 0.01 -0.02 -0.04
C -2.89428 1.31906 3.91005 -0.04 0.02 -0.01
C -1.74264 1.07319 3.18072 0.14 0.04 0.04
C 1.78980 1.75447 -1.51576 0.10 -0.01 -0.08
C 2.65924 1.67207 -2.60514 -0.01 0.03 -0.01
C 2.33654 2.27218 -3.81375 0.00 -0.02 0.04
C 1.13779 2.95883 -3.95229 0.00 0.01 -0.01
C 0.25599 3.04829 -2.88568 0.00 -0.01 -0.02
C 0.57797 2.44075 -1.67681 -0.09 0.11 -0.03
P -0.44198 2.52988 -0.18287 0.11 -0.05 -0.01
C -2.16687 2.78455 -0.69529 -0.03 0.00 0.04
C -3.00385 3.57769 0.08837 0.01 0.00 0.02
C -4.34720 3.70610 -0.23572 0.01 -0.01 -0.02
C -4.86394 3.04951 -1.34214 0.01 0.00 0.01
C -4.03455 2.26537 -2.13349 0.00 0.01 0.02
C -2.69336 2.12923 -1.81157 0.03 -0.01 -0.02
C 0.02686 4.07619 0.63452 0.02 0.01 0.00
C -0.08866 4.21089 2.01480 -0.01 0.07 -0.01
C 0.21005 5.41907 2.62698 0.01 -0.03 -0.02
C 0.63717 6.49461 1.86218 0.00 -0.01 0.01
C 0.76184 6.36356 0.48619 0.00 0.01 0.00
C 0.45479 5.16087 -0.12882 0.02 0.00 -0.02
H 4.38519 0.13317 -0.35126 0.05 -0.01 -0.02
H 3.19554 -1.06750 -0.86135 -0.02 -0.02 -0.03
H 3.63611 -0.89773 0.85116 0.03 0.00 0.02
H 4.01031 3.41575 0.50188 0.02 0.00 -0.04
H 4.58390 4.73270 2.49387 0.03 0.03 0.00
H 3.59201 4.18867 4.68576 0.00 0.01 0.01
H 1.98395 2.33244 4.89441 0.01 0.00 -0.01
H -0.16992 -1.91858 4.03842 0.01 -0.01 0.00
H 0.89390 -3.94018 4.94916 -0.01 -0.02 0.01
H 3.35890 -4.14090 4.97722 0.01 -0.02 0.00
H 4.75957 -2.29467 4.12525 0.03 0.00 0.00
H 3.70885 -0.25165 3.23662 0.00 0.02 0.00
H 0.43727 0.53359 5.72764 0.00 0.00 -0.01
H -1.59761 1.02240 7.02688 0.00 0.00 0.00
H -3.72354 1.50771 5.87580 -0.03 0.01 0.01
H -3.82908 1.51919 3.40429 -0.01 0.00 0.00
H -1.80310 1.12066 2.08851 -0.05 0.04 -0.04
H 3.59675 1.13920 -2.51518 0.04 -0.02 0.00
H 3.01922 2.20512 -4.64905 0.02 -0.01 -0.03
H 0.88783 3.42595 -4.89484 0.00 0.01 -0.02
H -0.67586 3.58709 -3.00268 -0.01 0.00 0.01
H -2.60743 4.11430 0.94188 0.00 -0.01 -0.01
H -4.98633 4.33291 0.37005 -0.02 0.02 0.02
H -5.90816 3.15909 -1.59738 -0.04 0.00 -0.01
H -4.42968 1.77157 -3.01041 -0.01 -0.01 -0.03
H -2.05109 1.53808 -2.45392 0.00 0.00 0.01
H -0.42167 3.38102 2.62035 -0.04 -0.11 0.07
H 0.10813 5.51870 3.69930 0.01 0.00 0.01
H 0.87154 7.43689 2.33735 0.01 0.03 0.02
H 1.09357 7.20173 -0.11087 0.01 0.01 -0.01
H 0.55587 5.07314 -1.20321 0.00 0.00 0.02
C 2.07651 -4.99901 0.81009 0.00 0.01 0.01
C 0.97984 -4.04367 0.44821 0.01 0.04 0.02
C -0.18664 -4.46754 -0.18604 -0.03 0.01 -0.05
C -1.18835 -3.56491 -0.51819 0.08 0.05 0.05
C -0.95581 -2.25354 -0.18250 -0.03 -0.06 -0.01
Br -2.16051 -0.83084 -0.60700 0.06 0.02 0.02
N 0.12615 -1.80460 0.44570 0.01 -0.18 -0.14
C 1.08655 -2.69476 0.74786 -0.05 -0.04 0.04
H 1.74188 -5.68561 1.58798 -0.01 -0.02 0.01
H 2.95153 -4.46969 1.18191 0.02 0.00 0.01
H 2.37196 -5.59536 -0.05220 0.01 -0.01 -0.01
H -0.31211 -5.51274 -0.43914 0.00 -0.03 0.01
H -2.09349 -3.86594 -1.02332 -0.02 -0.01 -0.01
H 1.96167 -2.30165 1.24474 -0.01 0.01 0.06
```
Positions in Å, forces in eV/Å.

=====

Q: Which of these has the lowest net charge?
A: C43H36Cl2N8O8P2S3Se2W